16
Properties=species:S:1:pos:R:3:lowdin_spin:R:1 method="wB97M-V/def2-TZVPD" multiplicity=3 e_lumo_ev="0.861 / -2.120" total_charge=0 energy_ha=-781.7267 homo_lumo_gap_ev="6.35 / 6.92"
S -2.15 -1.20 0.71 0.336
O -2.23 1.27 -0.56 0.186
C -0.20 0.82 0.35 0.131
C 0.37 -1.42 -0.59 0.238
C -1.18 1.73 0.14 0.394
C -1.99 -0.20 -0.76 0.032
C -0.64 -0.46 -0.23 0.047
C 2.01 -0.06 0.60 0.253
C 1.64 -1.21 -0.16 0.125
C 1.13 0.93 0.86 0.208
H 1.40 1.81 1.43 0.007
H -2.44 -0.55 -1.68 0.001
H -1.23 2.76 0.42 0.020
H 2.40 -1.94 -0.39 0.003
H 0.08 -2.32 -1.10 0.009
H 3.03 0.02 0.94 0.011

81
Properties=species:S:1:pos:R:3:lowdin_spin:R:1 method="wB97M-V/def2-TZVPD" multiplicity=7 e_lumo_ev="-0.410 / -0.405" total_charge=0 energy_ha=-4762.3320 homo_lumo_gap_ev="7.34 / 7.39"
Tb -0.25 -0.06 -0.16 6.097
S -1.16 0.92 2.81 0.001
S -0.23 2.94 1.12 0.000
S -2.89 -0.73 0.30 -0.024
Si 0.44 -3.29 1.02 -0.005
Si 3.06 -1.47 0.41 -0.007
F 1.05 1.43 4.16 0.000
F 0.49 4.16 3.35 0.000
F -0.31 0.05 5.12 0.000
F -0.77 2.16 5.08 0.000
F 2.11 3.12 2.34 0.000
F 1.37 4.99 1.56 0.000
O -0.81 3.95 0.31 0.000
O 0.57 1.92 0.45 -0.003
O -2.42 0.44 3.24 0.000
O -0.28 0.04 2.04 0.002
N -1.82 1.56 -1.22 0.001
N -2.90 1.88 -0.48 -0.001
N -1.24 2.36 2.18 0.001
N 0.40 0.94 -2.57 -0.003
N -0.24 -1.84 -1.85 -0.002
N -4.38 1.25 1.13 -0.002
C 3.52 0.01 -0.69 0.000
C -2.27 3.62 -2.47 0.000
C -0.23 1.16 4.40 0.000
C 1.32 -1.98 -0.05 -0.043
C 0.11 2.83 -4.00 0.000
C 1.88 1.29 -4.42 0.000
C 1.84 -2.92 -2.37 -0.001
C 1.02 3.86 2.17 0.000
C -0.29 2.05 -2.92 0.000
C 0.08 -2.84 -3.99 -0.001
C 1.21 2.46 -4.75 0.000
C 1.43 0.57 -3.32 0.000
C 1.00 -2.25 -1.45 -0.002
C 1.63 -4.77 1.21 -0.002
C 3.04 -0.83 2.19 0.000
C -0.12 -2.85 2.77 -0.001
C -4.95 2.58 1.29 0.000
C 1.37 -3.21 -3.63 -0.001
C 4.51 -2.70 0.30 -0.002
C -1.09 -3.96 0.13 0.000
C -1.49 2.38 -2.15 0.002
C -3.37 0.93 0.32 -0.002
C -5.12 2.94 2.76 0.000
C -0.68 -2.15 -3.07 0.000
H -1.69 -1.82 -3.30 0.000
H 1.92 -0.35 -3.03 0.000
H -4.14 3.11 3.22 0.000
H 2.70 0.73 -0.74 0.000
H 4.39 0.54 -0.29 0.000
H -5.62 2.14 3.30 0.000
H 2.68 -1.58 2.89 0.000
H -1.64 4.51 -2.32 0.000
H -0.45 3.72 -4.26 0.000
H 2.03 -5.07 0.24 0.000
H -0.83 -4.43 -0.82 0.000
H 2.82 -3.23 -2.05 0.000
H -4.70 0.52 1.74 0.000
H 4.05 -0.54 2.51 0.000
H 2.46 -4.53 1.87 0.000
H -1.59 -4.71 0.75 0.000
H 4.37 -3.52 1.01 0.000
H 4.63 -3.14 -0.69 0.000
H -0.34 -3.76 3.32 0.000
H -1.81 -3.17 -0.07 0.000
H -3.11 3.68 -1.79 0.000
H 0.64 -2.30 3.34 0.000
H -5.92 2.62 0.78 0.000
H -4.28 3.28 0.80 0.000
H 1.54 3.07 -5.58 0.000
H 3.77 -0.29 -1.71 0.000
H 2.73 0.94 -4.99 0.000
H 2.40 0.05 2.27 0.000
H 2.00 -3.75 -4.33 0.000
H 1.10 -5.63 1.64 0.000
H -2.63 3.60 -3.50 0.000
H -0.32 -3.07 -4.97 0.000
H -5.72 3.85 2.85 0.000
H -1.02 -2.24 2.75 0.000
H 5.44 -2.19 0.55 0.000

19
Properties=species:S:1:pos:R:3:mulliken_charge:R:1 method="wB97M-V/def2-TZVPD" smiles="NC1=N[N@@H+](CCO)SC1" e_lumo_ev=-4.396 total_charge=+1 de_lowest_kj_mol=195.18 energy_ha=-795.7853 homo_lumo_gap_ev=9.55
S 0.35 1.61 -0.37 0.040
O -2.58 1.29 -0.65 -0.518
N -0.33 -0.24 -0.20 0.295
N 2.95 -1.34 -0.01 -0.363
N 0.72 -1.05 0.03 -0.850
C 2.00 0.96 -0.21 -0.533
C -2.80 0.13 0.06 -0.478
C 1.86 -0.56 -0.15 0.361
C -1.55 -0.46 0.68 -0.377
H -1.26 0.12 1.58 0.276
H -3.28 -0.61 -0.58 0.345
H -3.54 0.31 0.93 0.327
H 2.55 1.36 -0.99 0.416
H 2.60 1.32 0.68 0.345
H -1.48 -1.52 0.69 0.397
H 3.83 -0.93 0.21 0.223
H -2.52 2.07 -0.01 0.358
H -0.57 -0.26 -1.21 0.484
H 3.05 -2.20 -0.46 0.250

What did the second record say?
81
Properties=species:S:1:pos:R:3:lowdin_spin:R:1 method="wB97M-V/def2-TZVPD" multiplicity=7 e_lumo_ev="-0.410 / -0.405" total_charge=0 energy_ha=-4762.3320 homo_lumo_gap_ev="7.34 / 7.39"
Tb -0.25 -0.06 -0.16 6.097
S -1.16 0.92 2.81 0.001
S -0.23 2.94 1.12 0.000
S -2.89 -0.73 0.30 -0.024
Si 0.44 -3.29 1.02 -0.005
Si 3.06 -1.47 0.41 -0.007
F 1.05 1.43 4.16 0.000
F 0.49 4.16 3.35 0.000
F -0.31 0.05 5.12 0.000
F -0.77 2.16 5.08 0.000
F 2.11 3.12 2.34 0.000
F 1.37 4.99 1.56 0.000
O -0.81 3.95 0.31 0.000
O 0.57 1.92 0.45 -0.003
O -2.42 0.44 3.24 0.000
O -0.28 0.04 2.04 0.002
N -1.82 1.56 -1.22 0.001
N -2.90 1.88 -0.48 -0.001
N -1.24 2.36 2.18 0.001
N 0.40 0.94 -2.57 -0.003
N -0.24 -1.84 -1.85 -0.002
N -4.38 1.25 1.13 -0.002
C 3.52 0.01 -0.69 0.000
C -2.27 3.62 -2.47 0.000
C -0.23 1.16 4.40 0.000
C 1.32 -1.98 -0.05 -0.043
C 0.11 2.83 -4.00 0.000
C 1.88 1.29 -4.42 0.000
C 1.84 -2.92 -2.37 -0.001
C 1.02 3.86 2.17 0.000
C -0.29 2.05 -2.92 0.000
C 0.08 -2.84 -3.99 -0.001
C 1.21 2.46 -4.75 0.000
C 1.43 0.57 -3.32 0.000
C 1.00 -2.25 -1.45 -0.002
C 1.63 -4.77 1.21 -0.002
C 3.04 -0.83 2.19 0.000
C -0.12 -2.85 2.77 -0.001
C -4.95 2.58 1.29 0.000
C 1.37 -3.21 -3.63 -0.001
C 4.51 -2.70 0.30 -0.002
C -1.09 -3.96 0.13 0.000
C -1.49 2.38 -2.15 0.002
C -3.37 0.93 0.32 -0.002
C -5.12 2.94 2.76 0.000
C -0.68 -2.15 -3.07 0.000
H -1.69 -1.82 -3.30 0.000
H 1.92 -0.35 -3.03 0.000
H -4.14 3.11 3.22 0.000
H 2.70 0.73 -0.74 0.000
H 4.39 0.54 -0.29 0.000
H -5.62 2.14 3.30 0.000
H 2.68 -1.58 2.89 0.000
H -1.64 4.51 -2.32 0.000
H -0.45 3.72 -4.26 0.000
H 2.03 -5.07 0.24 0.000
H -0.83 -4.43 -0.82 0.000
H 2.82 -3.23 -2.05 0.000
H -4.70 0.52 1.74 0.000
H 4.05 -0.54 2.51 0.000
H 2.46 -4.53 1.87 0.000
H -1.59 -4.71 0.75 0.000
H 4.37 -3.52 1.01 0.000
H 4.63 -3.14 -0.69 0.000
H -0.34 -3.76 3.32 0.000
H -1.81 -3.17 -0.07 0.000
H -3.11 3.68 -1.79 0.000
H 0.64 -2.30 3.34 0.000
H -5.92 2.62 0.78 0.000
H -4.28 3.28 0.80 0.000
H 1.54 3.07 -5.58 0.000
H 3.77 -0.29 -1.71 0.000
H 2.73 0.94 -4.99 0.000
H 2.40 0.05 2.27 0.000
H 2.00 -3.75 -4.33 0.000
H 1.10 -5.63 1.64 0.000
H -2.63 3.60 -3.50 0.000
H -0.32 -3.07 -4.97 0.000
H -5.72 3.85 2.85 0.000
H -1.02 -2.24 2.75 0.000
H 5.44 -2.19 0.55 0.000